<A>
C5H3NO | the ωB97M-V functional and the def2-TZVPD basis

Each line ends with the Mulliken charge.
Cartesian coordinates (Å):
C: -0.296 -1.702 2.345  0.15
C: -0.094 -1.007 1.376  -0.45
C: 0.121 -0.179 0.237  0.21
C: 1.221 0.346 -0.378  -0.31
C: 0.647 1.101 -1.449  -0.27
N: -0.649 1.049 -1.467  -0.34
O: -0.999 0.208 -0.428  -0.14
H: -0.507 -2.319 3.213  0.40
H: 2.273 0.242 -0.131  0.36
H: 1.179 1.713 -2.176  0.40

Computed properties:
- E_LUMO: 0.52 eV
- 2S+1: 1
- Molecular weight: 93.1 g mol⁻¹
- SMILES: C#Cc1ccno1
- Frontier orbital gap: 10.09 eV
- Highest occupied orbital energy: -9.57 eV

---

<B>
C5H3NO | the ωB97M-V functional and the def2-TZVPD basis

Each line ends with the Mulliken charge.
Cartesian coordinates (Å):
C: -0.883 1.363 -1.226  -0.59
C: -0.442 0.369 -0.544  0.33
C: 0.087 -0.419 0.383  0.10
C: -0.658 -1.184 1.327  0.05
N: -1.224 -1.728 2.180  -0.41
C: 1.561 -0.455 0.271  0.05
O: 2.151 0.141 -0.601  -0.50
H: -0.977 1.539 -2.289  0.31
H: -1.675 1.515 -0.472  0.29
H: 2.060 -1.141 0.970  0.37

Computed properties:
- E_LUMO: -0.71 eV
- 2S+1: 1
- Molecular weight: 93.1 g mol⁻¹
- SMILES: C=C=C(C#N)C=O
- Frontier orbital gap: 9.02 eV
- Highest occupied orbital energy: -9.74 eV

---

<C>
C5H3NO | the ωB97M-V functional and the def2-TZVPD basis

Each line ends with the Mulliken charge.
Cartesian coordinates (Å):
C: 2.698 -0.549 -0.682  -0.25
C: 1.490 -0.948 -0.910  -0.17
C: 3.347 0.545 -0.173  0.27
C: -0.116 0.669 0.081  0.74
C: -0.674 0.907 -1.077  -0.90
N: 3.945 1.412 0.344  -0.37
O: 0.267 0.417 1.159  -0.34
H: 3.283 -1.241 -1.210  0.41
H: -0.536 0.273 -1.974  0.33
H: -0.870 1.923 -1.309  0.28

Computed properties:
- E_LUMO: -1.32 eV
- 2S+1: 1
- Molecular weight: 93.1 g mol⁻¹
- Frontier orbital gap: 8.39 eV
- Highest occupied orbital energy: -9.71 eV

---

<D>
C5H3NO | the ωB97M-V functional and the def2-TZVPD basis

Each line ends with the Mulliken charge.
Cartesian coordinates (Å):
N: 3.021 -1.116 0.382  -0.47
C: 1.979 -0.766 0.001  0.20
C: 0.740 -0.363 -0.535  -0.19
C: 0.079 0.890 -0.266  0.17
O: -0.964 1.161 -1.138  -0.32
C: -1.505 0.209 -0.260  -0.45
C: -0.515 -0.713 0.086  0.05
H: 0.258 1.616 0.528  0.35
H: -2.453 0.402 0.222  0.35
H: -0.641 -1.319 0.981  0.31

Computed properties:
- E_LUMO: 0.32 eV
- 2S+1: 1
- Molecular weight: 93.1 g mol⁻¹
- Frontier orbital gap: 8.57 eV
- Highest occupied orbital energy: -8.26 eV

---

Which of them is the most stable? Correct choice: <A>.

---

<A>
C5H3NO | the ωB97M-V functional and the def2-TZVPD basis

Each line ends with the Mulliken charge.
Cartesian coordinates (Å):
N: -1.870 -0.209 -2.108  -0.41
C: -1.008 -0.195 -1.337  0.06
C: -0.132 -0.014 -0.182  0.46
C: -0.435 -0.967 0.948  -0.06
O: 0.400 -1.198 1.787  -0.46
C: 1.330 0.425 -0.101  -0.32
C: 0.456 1.361 -0.053  -0.45
H: -1.379 -1.541 0.891  0.39
H: 2.254 -0.050 0.209  0.38
H: 0.152 2.393 -0.110  0.42

Computed properties:
- E_LUMO: 0.35 eV
- 2S+1: 1
- Molecular weight: 93.1 g mol⁻¹
- SMILES: N#CC1(C=O)C=C1
- Frontier orbital gap: 10.56 eV
- Highest occupied orbital energy: -10.22 eV

---

<B>
C5H3NO | the ωB97M-V functional and the def2-TZVPD basis

Each line ends with the Mulliken charge.
Cartesian coordinates (Å):
N: 3.331 0.250 -0.644  -0.39
C: 2.343 0.608 -0.158  0.34
C: 1.129 0.756 0.583  -0.46
C: 0.274 -0.201 0.331  0.34
C: -0.697 -0.959 -0.098  -0.49
C: -1.921 -0.162 -0.405  0.08
O: -1.980 1.032 -0.228  -0.46
H: 1.023 1.470 1.396  0.33
H: -0.689 -2.045 -0.091  0.37
H: -2.811 -0.748 -0.685  0.33

Computed properties:
- E_LUMO: -0.66 eV
- 2S+1: 1
- Molecular weight: 93.1 g mol⁻¹
- SMILES: N#CC=C=CC=O
- Frontier orbital gap: 9.51 eV
- Highest occupied orbital energy: -10.17 eV

---

Which of them is the most stable? Correct choice: <B>.

---

<A>
C5H3NO | the ωB97M-V functional and the def2-TZVPD basis

Each line ends with the Mulliken charge.
Cartesian coordinates (Å):
N: 2.971 -0.757 -0.044  -0.37
C: 1.977 -0.145 -0.037  0.33
C: 0.782 0.528 -0.164  -0.40
C: -0.053 1.368 0.442  0.65
O: -1.164 1.705 0.748  -0.49
C: -1.851 -0.869 -0.261  -0.38
C: -0.823 -1.477 -0.439  -0.39
H: 0.893 2.074 0.470  0.21
H: -2.755 -0.319 -0.108  0.39
H: 0.024 -2.108 -0.607  0.44

Computed properties:
- E_LUMO: -1.88 eV
- 2S+1: 1
- Molecular weight: 93.1 g mol⁻¹
- Frontier orbital gap: 8.16 eV
- Highest occupied orbital energy: -10.04 eV

---

<B>
C5H3NO | the ωB97M-V functional and the def2-TZVPD basis

Each line ends with the Mulliken charge.
Cartesian coordinates (Å):
C: -0.971 -0.024 -1.985  0.01
C: -0.013 0.540 -1.508  -0.54
C: 0.551 0.806 -0.180  -0.31
C: -0.015 -0.324 0.698  0.56
O: -1.015 -0.938 0.426  -0.42
C: 0.618 -0.756 1.944  0.06
N: 0.973 -1.289 2.908  -0.35
H: -1.889 -0.544 -2.122  0.36
H: 1.631 0.926 -0.068  0.39
H: 0.113 1.751 0.177  0.25

Computed properties:
- E_LUMO: -0.59 eV
- 2S+1: 1
- Molecular weight: 93.1 g mol⁻¹
- SMILES: C#CCC(=O)C#N
- Frontier orbital gap: 9.98 eV
- Highest occupied orbital energy: -10.57 eV

---

Which of them is the most stable? Correct choice: <B>.

---

<A>
C5H3NO | the ωB97M-V functional and the def2-TZVPD basis

Each line ends with the Mulliken charge.
Cartesian coordinates (Å):
C: -2.461 -0.230 0.790  -0.39
C: -1.285 -0.348 0.532  -0.36
C: 0.050 -0.218 0.128  0.60
C: 0.941 0.842 0.468  -0.26
N: 2.047 0.769 -0.213  -0.38
O: 1.912 -0.336 -1.034  -0.18
C: 0.721 -0.894 -0.838  -0.20
H: -3.143 0.506 0.447  0.27
H: 0.770 1.653 1.166  0.45
H: 0.449 -1.745 -1.445  0.45

Computed properties:
- E_LUMO: 0.43 eV
- 2S+1: 1
- Molecular weight: 93.1 g mol⁻¹
- SMILES: C#Cc1cnoc1
- Frontier orbital gap: 10.00 eV
- Highest occupied orbital energy: -9.57 eV

---

<B>
C5H3NO | the ωB97M-V functional and the def2-TZVPD basis

Each line ends with the Mulliken charge.
Cartesian coordinates (Å):
N: -3.018 0.542 -0.064  -0.46
C: -1.882 0.337 0.041  0.11
C: -0.490 0.069 0.180  0.03
C: 0.162 -0.050 1.468  0.14
O: 1.362 -0.283 1.549  -0.52
C: 1.692 -0.065 -1.072  -0.41
C: 0.366 -0.002 -0.896  0.11
H: -0.467 0.117 2.363  0.37
H: 2.206 -0.856 -1.626  0.28
H: 0.070 0.193 -1.943  0.36

Computed properties:
- E_LUMO (alpha / beta): -1.75 / -1.75 eV
- 2S+1: 1
- Molecular weight: 93.1 g mol⁻¹
- Frontier orbital gap (alpha / beta): 7.45 / 7.45 eV
- Highest occupied orbital energy (alpha / beta): -9.20 / -9.20 eV

---

<C>
C5H3NO | the ωB97M-V functional and the def2-TZVPD basis

Each line ends with the Mulliken charge.
Cartesian coordinates (Å):
C: -1.771 -0.497 -1.240  0.20
C: -0.647 -0.626 -0.803  -0.57
C: 0.728 -0.435 -0.306  0.02
C: 0.190 -0.663 0.947  -0.17
O: 0.193 0.400 1.723  -0.17
N: 0.907 1.409 1.055  -0.30
C: 1.224 0.929 -0.102  -0.31
H: -2.589 -0.442 -1.918  0.41
H: -0.130 -1.606 1.354  0.48
H: 1.894 1.530 -0.710  0.41

Computed properties:
- E_LUMO: 0.40 eV
- 2S+1: 1
- Molecular weight: 93.1 g mol⁻¹
- Frontier orbital gap: 9.23 eV
- Highest occupied orbital energy: -8.82 eV

---

Which of them is the most stable? Correct choice: <A>.